{"formula": "C19H28N2OS2", "method": "ωB97M-V with the def2-TZVPD basis set", "symbols": ["C", "C", "C", "C", "C", "C", "C", "C", "H", "H", "S", "O", "C", "C", "N", "H", "H", "C", "C", "C", "C", "N", "C", "S", "C", "C", "C", "C", "H", "H", "H", "H", "H", "H", "H", "H", "H", "H", "H", "H", "H", "H", "H", "H", "H", "H", "H", "H", "H", "H", "H", "H"], "xyz": [[4.520, -6.622, 2.162], [3.064, -6.176, 2.118], [2.913, -4.694, 2.452], [1.455, -4.243, 2.418], [1.305, -2.762, 2.753], [-0.155, -2.318, 2.725], [-0.304, -0.833, 3.047], [-1.756, -0.399, 3.049], [-1.872, 0.676, 3.175], [-2.327, -0.914, 3.821], [-2.608, -0.841, 1.460], [-3.905, -0.143, 1.550], [-1.610, 0.194, 0.391], [-1.892, 1.485, 0.039], [-2.858, 2.254, 0.635], [-3.207, 3.018, 0.078], [-3.577, 1.699, 1.092], [-0.976, 1.971, -0.956], [-0.879, 3.210, -1.581], [0.110, 3.421, -2.527], [0.991, 2.366, -2.824], [0.914, 1.184, -2.234], [-0.033, 0.996, -1.340], [-0.258, -0.502, -0.487], [2.067, 2.501, -3.860], [2.375, 3.956, -4.193], [1.073, 4.700, -4.466], [0.246, 4.765, -3.187], [-0.747, 5.171, -3.395], [0.732, 5.445, -2.479], [1.276, 5.712, -4.822], [0.512, 4.176, -5.242], [3.032, 4.002, -5.063], [2.892, 4.427, -3.354], [2.956, 1.975, -3.509], [1.726, 1.982, -4.762], [-1.566, 4.007, -1.329], [0.131, -0.625, 4.028], [0.253, -0.248, 2.312], [-0.729, -2.906, 3.445], [-0.565, -2.512, 1.732], [1.725, -2.570, 3.743], [1.871, -2.170, 2.031], [0.877, -4.836, 3.131], [1.043, -4.429, 1.423], [3.326, -4.506, 3.447], [3.490, -4.103, 1.738], [2.482, -6.768, 2.828], [2.657, -6.363, 1.121], [4.606, -7.679, 1.918], [4.938, -6.464, 3.153], [5.114, -6.056, 1.447]], "total_charge": 0, "lumo_energy_ev": 0.43, "relative_energy_kj_mol": 0.0, "homo_ev": -7.8, "e_tot_ev": -46856.224, "orbital_gap_ev": 8.2}